Record 1
A cluster of 7 separate species, C10H34FN4O6 in total, computed with ωB97M-V/def2-TZVPD.

Structure (XYZ):
```
55
Properties=species:S:1:pos:R:3:forces:R:3:mulliken_charge:R:1
C -2.43112 0.22423 2.27957 0.623 0.344 -0.946 -0.980
C -2.22084 -0.72168 1.22676 -0.504 -0.655 2.309 -0.103
N -2.29711 -0.46182 -0.24675 2.348 -0.683 0.023 0.707
C -3.59407 0.18523 -0.63837 -1.997 1.161 -1.480 0.342
F -4.40737 -0.82126 -1.20206 1.215 0.725 0.735 -0.374
C -3.47875 1.31731 -1.72554 -0.556 0.271 -0.544 -0.845
N -2.38488 2.30318 -1.51444 0.437 -1.170 0.006 -0.335
C -1.31054 1.78925 -0.62189 0.934 0.110 -0.495 -0.228
C -0.01574 2.64617 -0.93415 -0.446 0.694 1.386 -0.635
N -0.18976 3.92161 -0.15501 -0.138 -0.608 -1.092 -0.475
C 0.52638 5.05743 -0.79079 -0.051 1.167 1.142 -0.780
C -1.09260 0.21576 -0.84904 1.591 2.669 -1.911 -0.503
N 0.19673 -0.26960 -0.37236 -0.803 -0.635 0.293 -0.154
C 0.40489 -1.73055 -0.51913 0.878 -0.261 -0.011 -0.476
C 0.06139 -2.35538 -1.93428 -0.955 -0.857 1.053 -1.288
H -1.62532 0.93413 2.63771 -1.549 0.678 -1.773 0.370
H -3.46109 0.31429 2.73162 1.721 -1.648 1.226 0.267
H -1.90089 -1.76982 1.54883 -2.382 0.729 -1.015 0.335
H -2.33630 -1.39976 -0.69135 -0.052 0.316 0.406 0.408
H -4.17033 0.58794 0.22574 1.008 -0.608 -0.309 0.321
H -3.41899 0.88516 -2.77095 -0.045 0.002 1.312 0.349
H -4.45274 1.88566 -1.69886 0.817 -0.826 0.107 0.321
H -1.95415 2.43663 -2.43591 -0.222 0.141 0.476 0.347
H -1.61516 2.04833 0.42732 0.430 -0.676 -0.681 0.357
H 0.05343 2.92956 -2.02125 0.048 -0.848 0.682 0.355
H 0.93141 2.19133 -0.53114 -0.956 0.149 -0.810 0.303
H -1.19529 4.11663 -0.13896 0.555 0.114 -0.164 0.336
H 1.26597 5.48418 -0.04638 -0.610 -0.535 -0.947 0.259
H -0.22505 5.88829 -0.95227 0.993 -0.845 -0.267 0.296
H 1.08613 4.79203 -1.72494 -0.699 0.209 0.711 0.290
H -1.08186 0.10736 -1.98291 -0.892 -0.232 1.131 0.143
H 0.95139 0.16019 -0.92409 -0.459 0.254 0.266 0.372
H -0.11079 -2.25048 0.33497 0.435 0.292 -1.110 0.411
H 1.50712 -1.91413 -0.34500 -1.260 0.336 -0.024 0.322
H 0.75086 -3.23076 -2.10997 -0.631 1.141 -0.151 0.378
H -0.97485 -2.82038 -1.85193 0.961 0.508 -0.431 0.352
H 0.03918 -1.63090 -2.78528 0.404 -0.674 0.746 0.270
O 2.97808 0.14868 -1.61485 -0.391 -0.150 0.093 -0.592
H 3.67013 0.56772 -2.13570 -0.009 0.001 0.041 0.279
H 3.45989 -0.28896 -0.89927 0.304 0.221 -0.158 0.314
O 5.20140 -0.40972 0.22056 -0.273 -0.053 0.200 -0.657
H 6.07460 -0.17823 0.56191 0.208 -0.064 -0.099 0.299
H 4.71133 -0.68333 1.00382 0.138 -0.003 0.052 0.308
O -0.12763 -4.50560 0.60341 -0.352 0.114 0.027 -0.633
H -1.02682 -4.51907 0.95897 0.061 -0.246 0.115 0.313
H -0.25588 -4.50853 -0.35160 0.084 -0.185 0.025 0.327
O 8.35799 -0.36057 1.16980 0.017 0.050 -0.021 -0.608
H 9.04927 0.06002 0.64741 -0.077 0.011 -0.031 0.310
H 8.83578 -0.79600 1.88354 -0.104 -0.021 0.011 0.305
O 0.39811 -1.36739 3.87804 -0.292 -0.138 -0.174 -0.644
H -0.49555 -1.37451 4.23963 0.083 0.093 0.120 0.310
H 0.26549 -1.37774 2.92294 0.170 0.087 0.013 0.335
O -2.43439 -3.80239 2.96239 0.311 0.295 -0.011 -0.635
H -1.55898 -3.58267 3.30714 0.006 -0.189 0.051 0.333
H -2.93207 -4.06709 3.74435 -0.073 -0.073 -0.102 0.299
```
Forces are in eV/Å.

**LUMO energy**: -5.33 eV
**Net charge**: +1
**E_HOMO**: -11.403 eV
**2S+1**: 1

=====

Record 2
A cluster of 7 separate species, C10H34O10 in total, computed with ωB97M-V/def2-TZVPD.

Structure (XYZ):
```
54
Properties=species:S:1:pos:R:3:forces:R:3:mulliken_charge:R:1
O -3.71131 -1.67393 -3.02583 -0.006 0.247 0.094 -0.526
C -2.31171 -1.83949 -3.17248 -0.298 -1.010 -0.244 -0.330
C -1.69566 -2.50995 -1.95412 -0.221 0.753 0.732 -0.282
O -0.30387 -2.67868 -2.07685 0.240 -0.052 -0.088 -0.480
H -4.14281 -2.52949 -3.09732 0.031 -0.031 0.002 0.298
H -2.10636 -2.47294 -4.05143 0.117 0.277 -0.039 0.320
H -1.87916 -0.85594 -3.32745 0.055 0.057 0.001 0.212
H -2.19916 -3.43700 -1.65167 -0.070 -0.100 -0.437 0.300
H -1.85136 -1.82461 -1.11203 0.116 -0.113 -0.037 0.132
H -0.11918 -3.19660 -2.86705 0.008 -0.033 0.019 0.301
O 4.34252 -2.79383 3.53317 -0.045 -0.063 0.107 -0.539
C 3.53766 -1.91547 2.73192 0.302 -0.467 0.444 -0.384
C 3.50176 -0.53055 3.31751 -0.146 0.734 -0.358 0.073
O 4.60174 0.29269 2.92210 0.118 -0.204 0.054 -0.534
H 5.16880 -2.99597 3.08903 -0.065 0.051 -0.037 0.322
H 3.94283 -1.92256 1.71807 -0.318 0.256 -0.182 0.477
H 2.52496 -2.32480 2.72193 0.045 -0.025 -0.116 -0.038
H 3.45681 -0.57215 4.40851 0.116 -0.236 0.025 0.251
H 2.59943 -0.00856 2.98572 0.006 -0.092 -0.102 0.066
H 5.25571 -0.25442 2.47480 -0.034 0.083 0.135 0.301
O 1.80260 3.09666 -5.94047 -0.178 0.078 0.155 -0.542
C 1.00496 3.18081 -4.75929 0.009 -0.772 -0.448 -0.584
C 1.85085 2.85447 -3.54022 -0.007 0.230 0.299 -0.039
O 1.12166 3.17068 -2.34611 0.096 -0.170 -0.380 -0.490
H 2.20268 3.95720 -6.09065 0.074 -0.009 -0.024 0.311
H 0.46578 4.12878 -4.72143 0.206 0.165 0.321 0.376
H 0.25186 2.39053 -4.84893 -0.053 0.181 -0.078 0.213
H 2.80273 3.39634 -3.57587 -0.109 0.104 0.050 0.235
H 2.08197 1.78790 -3.54635 0.078 -0.004 -0.171 0.305
H 1.32347 2.47867 -1.70950 -0.073 0.171 0.151 0.236
C -2.17988 2.99792 -1.85480 -1.634 -0.180 0.003 -0.265
O -1.81039 3.97028 -2.80038 0.234 -0.005 -0.198 -0.542
H -2.15500 3.35169 -0.81920 0.671 -0.016 -0.024 0.256
H -3.25281 2.80669 -2.00952 0.157 -0.027 -0.100 0.336
H -1.70770 2.02401 -1.98975 0.390 0.148 0.119 -0.068
H -0.90432 3.79799 -3.07161 0.143 0.083 0.328 0.238
C -2.62679 0.07826 4.27390 -0.900 -0.822 -0.358 -0.344
O -4.00659 0.45664 4.20121 0.192 0.200 -0.040 -0.533
H -2.04955 0.81408 3.72521 0.169 0.252 0.378 0.147
H -2.32876 -0.09080 5.30698 0.384 0.414 0.007 0.310
H -2.48174 -0.87141 3.74508 0.013 0.033 0.065 0.137
H -4.48766 0.08048 4.94228 0.109 -0.045 -0.030 0.294
C -0.24348 -2.94060 3.61067 0.357 -0.436 -0.493 -0.819
O -0.39838 -1.90435 2.63643 -0.045 -0.192 0.237 -0.474
H -1.18451 -3.16607 4.11095 0.026 0.148 0.200 0.350
H 0.12458 -3.86156 3.14079 -0.154 0.067 -0.045 0.319
H 0.53422 -2.65497 4.31315 -0.204 0.314 0.139 0.296
H -1.12040 -2.16545 2.05645 0.055 0.059 -0.081 0.239
C -0.37480 0.67858 0.42366 -0.339 -0.947 -0.306 0.345
O 0.72626 0.35278 1.24233 0.032 0.448 0.105 -0.459
H -1.25848 1.05113 0.95404 0.223 0.203 0.185 0.229
H -0.08717 1.39760 -0.33738 0.147 0.175 0.149 -0.465
H -0.69853 -0.22969 -0.10804 -0.046 0.186 -0.128 0.049
H 0.45164 -0.37103 1.81987 0.028 -0.067 0.041 0.463
```
Forces are in eV/Å.

**ΔE to the lowest compared entry with this formula, charge and spin**: 115.1 kJ/mol
**SMILES**: OCCO.OCCO.OCCO.CO.CO.CO.CO
**LUMO energy**: 0.31 eV
**Net charge**: 0
**E_HOMO**: -9.876 eV
**2S+1**: 1

=====

Record 3
A cluster of 7 separate species, C10H35BF4N2O6 in total, computed with ωB97M-V/def2-TZVPD.

Structure (XYZ):
```
58
Properties=species:S:1:pos:R:3:forces:R:3:mulliken_charge:R:1
O -19.82467 11.28948 7.03264 -0.828 -0.690 0.378 -0.167
H -19.17942 11.49178 6.29575 0.672 -0.001 -1.000 0.478
H -19.56805 11.66574 7.91649 0.623 -0.157 0.266 0.303
H -20.70737 11.65277 6.78052 0.151 0.446 -0.352 0.447
O -19.26020 12.84846 2.86204 -0.325 0.224 -0.813 -0.366
H -18.79529 12.38571 3.64190 1.724 -1.527 2.462 0.345
H -19.98517 12.25449 2.59802 -0.201 0.330 -0.014 0.450
H -19.55948 13.73063 3.13943 -0.246 -0.109 -0.037 0.437
C -16.61881 12.80259 6.20351 -0.104 -0.592 -0.031 -0.832
C -16.92753 11.46568 5.47266 0.534 0.997 -0.173 -0.421
O -18.19370 11.43159 4.89994 -1.715 0.925 -0.916 -0.923
H -16.41492 13.61246 5.49950 -0.026 -0.127 -0.203 0.350
H -15.71956 12.67957 6.81060 -0.056 0.100 0.145 0.346
H -17.45028 13.14598 6.82270 0.017 -0.189 0.186 0.010
H -16.82696 10.58495 6.11814 0.143 0.204 0.349 0.293
H -16.12522 11.38558 4.72658 -0.061 -0.298 -0.183 0.368
B -21.16334 13.59750 8.96944 -0.355 0.237 1.140 0.126
F -21.51936 12.27419 9.24069 0.267 -0.637 0.024 -0.335
F -20.96765 14.32861 10.13621 0.470 -0.161 0.155 -0.366
F -19.99194 13.59138 8.17793 0.179 0.354 -0.065 -0.253
F -22.23529 14.16564 8.30225 -0.514 0.640 -0.934 -0.322
C -19.65736 10.30718 10.99072 0.552 -0.102 -0.193 -1.733
C -18.82784 11.57098 10.70289 -1.006 -0.889 -0.145 0.860
C -17.74298 11.86041 11.72714 0.284 0.775 0.595 -0.667
O -16.86578 12.89623 11.30645 0.798 -0.385 -0.558 -0.373
C -17.38141 14.18276 11.13130 -0.230 0.770 0.119 -0.450
N -18.24921 11.40095 9.36704 0.522 0.769 0.019 -0.519
H -18.97899 9.44848 11.04199 0.127 0.031 0.708 0.445
H -20.26859 9.99334 10.14383 -0.288 0.730 -0.064 0.330
H -20.29014 10.40910 11.86997 0.142 -0.187 0.086 0.371
H -19.50137 12.42542 10.63864 0.001 -0.009 0.122 -0.112
H -17.06151 11.02542 11.90358 -0.236 -0.262 -0.176 0.232
H -18.11988 12.17666 12.70643 -0.517 -0.298 -0.006 0.390
H -18.23042 14.23007 10.44404 -0.125 -0.040 0.115 0.115
H -16.59750 14.82403 10.72477 0.161 -0.304 -0.153 0.247
H -17.64026 14.66197 12.08230 -0.345 -0.234 0.102 0.295
H -17.62099 10.60032 9.39542 -0.128 -0.184 -0.105 0.311
H -17.60512 12.19126 9.32679 0.104 -0.042 -0.596 0.213
C -23.54008 11.72097 6.40343 -0.717 -0.353 0.564 -1.681
C -23.01000 12.78450 5.44161 0.852 -1.475 1.233 0.541
C -23.90760 13.98140 5.37479 -0.260 0.117 -0.913 -0.644
O -25.02207 13.58362 4.57227 -0.218 0.668 0.580 -0.333
C -26.06760 14.54667 4.59066 0.050 -0.010 -0.565 -0.765
N -21.61301 13.12017 5.80046 -0.206 0.157 -0.633 -0.230
H -23.11344 10.71493 6.38372 0.494 0.186 -0.674 0.362
H -24.59802 11.56108 6.18568 -0.064 0.119 0.076 0.446
H -23.44890 11.97978 7.46061 -0.040 0.555 -0.108 0.257
H -22.96192 12.29429 4.46619 -0.176 0.329 -0.234 0.298
H -23.32513 14.77357 4.88447 -0.243 0.248 -0.272 0.387
H -24.20434 14.39999 6.33912 -0.079 -0.393 0.219 0.406
H -26.64501 14.58926 5.51660 0.317 -0.142 0.283 0.295
H -26.77368 14.29656 3.79928 0.105 -0.142 -0.052 0.266
H -25.66729 15.53837 4.36511 -0.015 0.124 0.094 0.317
H -21.27267 13.70248 5.03927 0.283 -0.057 0.002 0.136
H -21.58343 13.75430 6.59672 -0.244 -0.204 0.172 0.068
O -19.73496 8.82258 4.59765 0.005 -0.092 0.062 -0.647
H -18.98897 9.41033 4.78876 -0.029 0.306 -0.047 0.347
H -20.08193 9.13923 3.76099 0.019 -0.050 -0.042 0.254
```
Forces are in eV/Å.

**LUMO energy**: -1.44 eV
**Net charge**: 0
**E_HOMO**: -9.363 eV
**2S+1**: 1

=====

Record 4
A cluster of 8 separate species, C10H35ClN13O11 in total, computed with ωB97M-V/def2-TZVPD.

Structure (XYZ):
```
70
Properties=species:S:1:pos:R:3:forces:R:3:lowdin_spin:R:1
Cl 0.87459 0.37197 -1.69046 -1.825 -0.384 2.212 0.013
O 0.93258 0.01890 -3.07752 -0.113 0.169 -0.176 0.001
O -0.09753 1.44793 -1.41145 1.432 -1.324 -0.726 0.006
O 0.47421 -0.83405 -0.88945 0.718 1.306 -1.218 0.002
O 2.19975 0.76957 -1.23692 0.108 0.047 -0.064 0.003
C -0.80445 -3.55466 2.42200 1.939 -2.765 0.741 0.002
O -0.69236 -4.69240 2.90353 -0.508 0.146 -0.323 0.000
N -1.55512 -2.58952 2.84920 -3.135 1.218 2.080 0.003
N -0.00954 -3.07137 1.47079 1.330 0.251 -1.550 0.000
H -2.33056 -2.83788 3.44678 0.234 0.253 -0.085 0.004
H -1.56373 -1.71587 2.34249 -0.564 0.639 0.274 0.001
H 0.61386 -3.68235 0.96269 -0.275 0.521 0.185 0.000
H -0.34141 -2.17598 1.14180 0.841 -0.143 -1.117 0.001
C 2.28564 0.32680 3.31238 0.531 -1.282 0.328 0.015
O 3.14550 0.29346 4.13134 3.237 0.226 3.591 0.005
N 1.48053 -0.67617 3.16468 -2.996 -4.136 -0.648 0.001
N 2.16375 1.29614 2.48724 -0.589 3.659 -2.834 0.009
H 1.77255 -1.56167 3.55290 -0.050 0.328 0.151 0.000
H 0.82528 -0.79317 2.40503 0.002 0.465 0.063 0.001
H 2.75165 2.08418 2.71845 -0.302 0.024 -0.767 0.010
H 1.66417 1.14383 1.62276 0.086 0.773 0.058 0.002
C 6.03982 0.76690 -1.68795 -0.432 -1.814 0.274 0.001
O 6.97391 1.01318 -1.04641 6.044 1.931 3.859 0.000
N 5.54637 -0.43326 -1.72030 -1.954 -3.867 -0.435 0.000
N 5.44468 1.60014 -2.43454 -3.557 4.595 -4.372 0.000
H 4.63982 -0.55057 -2.14984 0.212 -0.490 0.392 0.000
H 5.85205 -1.07325 -1.00124 -0.221 0.035 -0.184 0.000
H 4.53444 1.37574 -2.81031 0.144 0.279 0.011 0.000
H 5.78199 2.53773 -2.59965 0.002 -0.406 0.422 0.000
C -1.39391 -4.29449 -1.72946 -3.332 -0.780 -0.249 0.001
O -2.36677 -3.89713 -2.30717 -2.015 1.159 -1.556 0.001
N -0.27605 -3.70872 -1.61184 5.089 3.537 -0.624 0.000
N -1.38254 -5.40067 -1.03944 0.354 -4.334 2.181 0.000
H -0.22447 -2.73831 -1.88704 0.453 0.020 0.160 0.000
H 0.47605 -4.15904 -1.11019 -0.070 0.812 -0.301 0.000
H -2.15188 -6.04508 -0.92556 0.289 0.437 -0.240 0.000
H -0.46625 -5.61739 -0.67402 -0.806 -0.812 0.458 0.000
C 3.99642 -2.51870 -0.26776 2.576 -1.605 0.673 0.000
O 4.87699 -3.33892 -0.02285 0.329 -0.722 0.287 0.000
N 3.62126 -1.56211 0.50882 -0.475 2.131 3.893 0.000
N 3.39715 -2.40564 -1.39560 -2.600 -0.616 -5.793 0.000
H 4.00603 -1.63101 1.44011 -0.281 0.760 -0.018 0.000
H 3.18668 -0.74179 0.11095 -0.083 0.135 0.608 0.000
H 3.68380 -2.90800 -2.22360 0.018 -0.109 0.458 0.000
H 2.61402 -1.77758 -1.50671 -0.045 -0.119 0.016 0.000
C -1.90437 1.06647 1.94656 1.097 -3.202 1.830 0.058
O -1.51351 -0.07476 1.62385 -0.538 -0.050 0.101 0.015
N -1.59605 2.14104 1.37659 2.697 4.545 -6.472 0.037
N -2.46669 1.48025 3.05449 -2.560 -2.293 3.785 0.087
H -2.04586 3.01885 1.59387 0.354 -0.223 0.162 0.059
H -1.06583 2.11989 0.51721 0.006 -0.092 -0.093 0.004
H -2.51739 2.48132 3.17850 -0.287 0.061 0.945 0.145
H -2.63640 0.81696 3.79702 -0.181 0.447 0.024 0.024
C -5.30344 2.18149 -1.23150 -1.072 0.076 1.114 0.016
C -4.20671 2.81555 -2.02180 -0.457 0.969 -1.099 0.004
C -3.10445 3.53310 -1.31661 -1.141 1.477 0.761 0.009
O -3.75914 4.65423 -0.57200 2.040 -1.089 0.515 0.040
C -2.80646 5.15220 0.40481 -0.116 -0.453 -0.553 0.235
N -3.57129 1.82377 -2.85353 0.265 -0.037 -0.464 0.001
H -5.57586 2.73901 -0.33535 0.137 0.037 0.138 0.012
H -5.12858 1.13934 -0.96423 0.282 0.008 0.149 0.002
H -6.19595 2.19787 -1.85700 -0.176 -0.221 -0.072 0.002
H -4.74084 3.56657 -2.60385 0.319 0.176 -0.566 0.001
H -2.38534 4.00656 -1.98505 -0.088 -0.232 -0.324 0.004
H -2.57084 2.75308 -0.77356 0.056 0.557 0.905 0.002
H -3.11440 6.06523 0.91437 -0.545 -0.228 -0.178 0.054
H -1.82647 5.35946 -0.02502 0.143 0.153 -0.527 0.038
H -2.58814 4.38083 1.14334 -0.504 0.453 0.342 0.063
H -3.29302 1.16002 -2.14493 0.578 -0.758 -0.368 0.001
H -4.28196 1.36191 -3.40284 -0.052 -0.228 -0.151 0.000
```
Forces are in eV/Å.

**LUMO energy (spin up / spin down)**: 4.25 / 4.23 eV
**Net charge**: -2
**E_HOMO (spin up / spin down)**: 2.113 / -4.994 eV
**2S+1**: 2